Formula: C6H13N2O
Source: the Open Molecules 2025 dataset
Level of theory: ωB97M-V with the def2-TZVPD basis set

- Charge: +1
- Strongest force on any atom: 5.52 eV/Å
- LUMO energy: -0.165 hartree
- E_HOMO: -13.4 eV
- Relative energy (zero: lowest compared OMol25 entry of this formula, charge and spin): 79.8 kcal per mole

```
22
C6H13N2O ωB97M-V with the def2-TZVPD basis set
C 1.255 -0.285 1.217
C -1.534 0.578 -2.029
C -0.528 0.043 -1.052
C -0.828 0.056 0.304
C -2.901 -0.064 -1.718
C -0.679 -1.097 2.433
N 3.466 0.922 -0.374
N 0.004 -0.488 1.232
O -3.281 -0.449 -0.667
H 2.028 -0.690 1.896
H 1.699 0.369 0.463
H -1.791 1.618 -1.955
H -1.173 0.314 -3.040
H 0.273 -0.408 -1.472
H -1.753 0.590 0.634
H -3.503 -0.089 -2.574
H -1.495 -1.555 1.797
H -0.982 -0.422 3.139
H -0.005 -1.831 2.911
H 4.060 0.691 -1.188
H 3.656 1.893 -0.244
H 4.012 0.304 0.288
```

For each atom in turn, the Mulliken charge in e is:
1 C -0.148
2 C -0.750
3 C -0.326
4 C -0.332
5 C 0.033
6 C -0.836
7 N -0.840
8 N 0.114
9 O -0.424
10 H 0.252
11 H 0.489
12 H 0.288
13 H 0.373
14 H 0.456
15 H 0.406
16 H 0.441
17 H 0.373
18 H 0.324
19 H 0.354
20 H 0.267
21 H 0.230
22 H 0.255